Density functional theory data (wB97M-V/def2-TZVPD) for C5H12NO as an isolated structure in a non-equilibrium geometry.

Summary:
Charge ... +1
Kohn-Sham gap ... 6.04 eV
HOMO ... -13.3139 eV
DFT total energy ... -8903.260 eV
Energy above the lowest of the compared OMol25 structures with the same formula, charge and spin ... 711.1 kJ/mol
2S+1 ... 1

Element x y z (Å)
C1 -0.59 -2.70 0.90
O1 -2.88 -1.08 -4.05
C2 -0.27 -2.20 -0.27
C3 1.74 0.47 1.31
C4 0.35 0.72 1.23
C5 0.62 2.03 0.86
N1 1.60 2.95 1.07
H1 0.08 -2.95 1.72
H2 -1.60 -3.05 1.08
H3 -2.56 -0.44 -3.40
H4 0.60 -1.84 -0.82
H5 -1.02 -2.38 -1.05
H6 2.07 0.89 2.27
H7 2.48 0.43 0.51
H8 -0.35 0.21 1.88
H9 -0.22 2.61 0.46
H10 1.38 3.85 0.69
H11 2.49 2.86 1.53
H12 -2.87 -1.89 -3.54


Density functional theory data (wB97M-V/def2-TZVPD) for a 6-piece molecular cluster, H12O6 overall in a non-equilibrium geometry.

Summary:
Kohn-Sham gap ... 10.71 eV
HOMO ... -10.6889 eV
SMILES ... O.O.O.O.O.O
DFT total energy ... -12479.442 eV
Energy above the lowest of the compared OMol25 structures with the same formula, charge and spin ... 161.3 kJ/mol
2S+1 ... 1

Element x y z (Å)
O1 -1.95 -12.20 -23.83
H1 -1.13 -12.62 -23.61
H2 -2.62 -12.37 -23.20
O2 1.87 -17.82 -20.87
H3 1.05 -17.42 -21.23
H4 1.83 -17.60 -19.92
O3 0.23 -11.45 -21.73
H5 -0.18 -11.76 -20.92
H6 0.47 -12.32 -21.97
O4 1.50 -14.88 -20.42
H7 1.95 -14.14 -20.88
H8 1.89 -15.73 -20.56
O5 -0.19 -14.24 -22.69
H9 -1.14 -14.54 -22.59
H10 0.30 -14.78 -22.04
O6 -3.09 -15.22 -22.18
H11 -3.92 -14.88 -22.52
H12 -3.16 -15.06 -21.26


Density functional theory data (wB97M-V/def2-TZVPD) for a 2-piece molecular cluster, C4H14N overall in a non-equilibrium geometry.

Summary:
Charge ... +1
Kohn-Sham gap ... 10.32 eV
HOMO ... -14.1608 eV
DFT total energy ... -5855.642 eV
Energy above the lowest of the compared OMol25 structures with the same formula, charge and spin ... 309.9 kJ/mol
2S+1 ... 1

Element x y z (Å)
C1 1.52 -0.26 1.51
C2 0.72 -0.18 2.72
H1 0.91 -0.13 0.52
H2 2.00 0.75 1.13
H3 2.37 -0.95 1.48
H4 -0.38 0.19 2.39
H5 0.38 -1.18 2.84
H6 1.07 0.17 3.62
C3 -0.28 -0.23 -1.28
C4 -1.39 -0.89 -2.10
N1 -0.50 1.41 -1.08
H7 -0.34 -0.81 -0.24
H8 0.76 -0.25 -1.76
H9 -1.26 -0.74 -3.12
H10 -2.31 -0.14 -1.83
H11 -1.31 1.38 -0.36
H12 0.35 1.80 -0.77
H13 -0.76 2.00 -1.87
H14 -1.55 -1.94 -1.80


Density functional theory data (wB97M-V/def2-TZVPD) for C40H38FLuN4O7 as an isolated structure in a non-equilibrium geometry.

Summary:
Kohn-Sham gap ... 5.92 eV
HOMO ... -6.9603 eV
DFT total energy ... -98733.283 eV
Energy above the lowest of the compared OMol25 structures with the same formula, charge and spin ... 0.0 kJ/mol
2S+1 ... 1

Element x y z (Å)
Lu1 0.95 0.30 -0.64
C1 0.90 -4.37 -0.76
O1 1.10 -4.39 -2.18
C2 2.08 -3.59 -2.69
C3 2.96 -4.20 -3.55
C4 3.99 -3.50 -4.19
C5 4.12 -2.16 -3.92
C6 3.24 -1.51 -3.05
C7 3.40 -0.08 -2.91
N1 2.75 0.68 -2.11
N2 3.08 2.03 -2.28
C8 2.20 2.81 -1.74
O2 1.12 2.40 -1.14
C9 2.41 4.28 -1.88
C10 1.43 5.15 -1.41
C11 1.60 6.53 -1.53
C12 2.75 7.04 -2.12
C13 3.73 6.17 -2.58
C14 3.56 4.80 -2.47
C15 2.17 -2.20 -2.42
O3 1.28 -1.56 -1.70
H1 0.22 -5.18 -0.54
H2 0.48 -3.43 -0.44
H3 1.85 -4.54 -0.24
H4 2.82 -5.26 -3.73
H5 4.66 -4.01 -4.87
H6 4.91 -1.58 -4.40
H7 4.13 0.40 -3.56
H8 0.54 4.74 -0.96
H9 0.83 7.20 -1.17
H10 2.88 8.11 -2.22
H11 4.63 6.56 -3.04
H12 4.32 4.10 -2.82
O4 2.05 3.00 2.98
C16 1.45 2.32 2.02
O5 1.96 1.40 1.44
C17 0.10 2.83 1.67
C18 -0.42 4.03 2.11
C19 -1.62 4.46 1.56
C20 -2.24 3.67 0.61
C21 -1.64 2.48 0.25
N3 -0.50 2.07 0.77
C22 -2.08 1.64 -0.92
O6 -3.34 1.69 -1.30
O7 -1.27 1.04 -1.57
H13 2.93 2.63 3.10
H14 0.13 4.62 2.83
H15 -2.05 5.40 1.86
H16 -3.15 4.02 0.13
H17 -3.91 2.00 -0.59
C23 -2.39 1.16 3.91
C24 -1.85 -0.13 3.29
C25 -1.97 -1.22 4.37
C26 -2.59 -0.52 2.01
C27 -3.99 -0.53 2.07
C28 -4.76 -1.00 1.03
C29 -4.13 -1.52 -0.09
C30 -2.74 -1.52 -0.21
C31 -2.13 -2.26 -1.39
C32 -2.20 -3.77 -1.12
C33 -2.80 -1.96 -2.74
C34 -1.95 -0.97 0.83
N4 -0.52 -0.96 0.72
C35 0.11 -1.88 1.52
C36 -0.54 -2.91 2.23
C37 0.16 -3.78 3.06
C38 1.54 -3.69 3.21
C39 2.21 -2.74 2.47
C40 1.50 -1.90 1.65
F1 2.23 -1.04 0.84
H18 -1.72 1.51 4.70
H19 -3.37 0.99 4.37
H20 -2.50 1.95 3.18
H21 -0.80 0.01 3.04
H22 -3.02 -1.44 4.57
H23 -1.51 -0.88 5.30
H24 -1.47 -2.15 4.08
H25 -4.48 -0.19 2.98
H26 -5.84 -1.02 1.10
H27 -4.73 -1.95 -0.89
H28 -1.09 -1.99 -1.46
H29 -3.25 -4.11 -1.12
H30 -1.77 -4.02 -0.14
H31 -1.66 -4.32 -1.89
H32 -3.83 -2.32 -2.77
H33 -2.24 -2.47 -3.53
H34 -2.80 -0.89 -2.96
H35 -1.61 -3.02 2.10
H36 -0.39 -4.55 3.60
H37 2.08 -4.36 3.87
H38 3.30 -2.66 2.49


Density functional theory data (wB97M-V/def2-TZVPD) for an isolated ion of composition C8H12BF7NO5S and charge -1 in a non-equilibrium geometry.

Summary:
Charge ... -1
Kohn-Sham gap ... 8.40 eV
HOMO ... -5.3593 eV
DFT total energy ... -50756.124 eV
2S+1 ... 1

Element x y z (Å)
N1 2.13 2.34 1.17
C1 1.10 1.60 0.47
O1 0.62 0.51 1.25
B1 0.01 -0.40 0.30
S1 -1.90 0.13 0.44
O2 -2.45 -0.43 1.67
O3 -2.16 1.54 0.16
C2 -2.86 -0.72 -0.95
F1 -2.82 0.04 -2.07
F2 -2.23 -1.89 -1.23
C3 -4.34 -1.09 -0.70
F3 -4.43 -1.97 0.32
F4 -4.80 -1.71 -1.83
C4 -5.33 0.07 -0.42
F5 -6.58 -0.43 -0.38
F6 -5.08 0.67 0.74
F7 -5.29 0.99 -1.39
O4 0.56 -0.10 -1.02
C5 1.51 0.94 -0.86
C6 2.98 0.44 -0.97
C7 3.25 -1.01 -0.52
C8 3.42 -1.22 0.97
O5 4.63 -0.56 1.40
H1 2.50 1.74 1.91
H2 1.72 3.14 1.63
H3 0.26 2.27 0.25
H4 0.02 -1.59 0.58
H5 1.38 1.69 -1.66
H6 3.27 0.52 -2.02
H7 3.62 1.14 -0.42
H8 2.44 -1.66 -0.87
H9 4.18 -1.36 -1.00
H10 2.56 -0.83 1.52
H11 3.50 -2.30 1.19
H12 4.62 -0.52 2.36


Density functional theory data (wB97M-V/def2-TZVPD) for C3H8InN4O5 as an isolated structure in a non-equilibrium geometry.

Summary:
Charge ... +1
Kohn-Sham gap ... 5.59 eV
HOMO ... -10.9219 eV
DFT total energy ... -24601.813 eV
Energy above the lowest of the compared OMol25 structures with the same formula, charge and spin ... 206.2 kJ/mol
2S+1 ... 1

Element x y z (Å)
In1 0.49 1.99 -0.59
C1 0.63 4.11 1.02
O1 1.31 4.02 0.06
O2 -0.43 3.46 0.97
O3 1.10 4.64 1.99
C2 -1.14 -0.52 -1.11
O4 -0.34 0.37 -1.28
N1 -1.04 -1.73 -1.52
N2 -2.21 -0.44 -0.39
H1 -0.16 -2.02 -1.91
H2 -1.89 -2.27 -1.54
H3 -2.44 0.49 -0.09
H4 -2.83 -1.23 -0.34
C3 1.19 -0.83 0.39
O5 1.28 0.29 -0.20
N3 0.27 -1.20 1.26
N4 2.01 -1.85 0.29
H5 0.41 -2.17 1.48
H6 -0.55 -0.66 1.51
H7 2.75 -1.69 -0.38
H8 1.58 -2.76 0.38